1.
This record from OMol25 describes C64H158N9O20V as an isolated structure. The level of theory is wB97M-V/def2-TZVPD.

Atoms and positions in Å:
O (3.956, 0.526, -3.892)
V (4.603, 1.002, -2.501)
C (1.028, -1.379, -1.738)
C (0.298, 0.003, -1.392)
C (-0.937, -0.433, -0.479)
C (-1.432, 0.694, 0.400)
C (-0.339, 1.327, 1.246)
C (0.861, 1.865, 0.407)
N (1.297, 0.836, -0.628)
O (2.557, 1.164, -1.343)
C (1.984, 1.883, 1.410)
C (0.530, 3.221, -0.263)
C (-0.186, 0.653, -2.720)
H (1.859, -1.514, -1.046)
H (1.332, -1.502, -2.777)
H (0.413, -2.253, -1.526)
H (-0.542, -1.294, 0.061)
H (-1.769, -0.757, -1.104)
H (-2.200, 0.277, 1.052)
H (-1.939, 1.517, -0.103)
H (-0.090, 0.663, 2.074)
H (-0.772, 2.159, 1.802)
H (1.646, 2.288, 2.363)
H (2.935, 2.214, 0.991)
H (2.208, 0.832, 1.593)
H (-0.220, 3.759, 0.316)
H (-0.019, 3.206, -1.205)
H (1.372, 3.913, -0.253)
H (0.641, 0.711, -3.427)
H (-0.438, 1.709, -2.620)
H (-1.179, 0.324, -3.027)
C (-1.834, 0.433, -6.143)
C (-2.636, 0.787, -7.371)
C (-2.725, -0.382, -8.426)
O (-3.939, 1.080, -7.001)
H (-1.519, 1.333, -5.614)
H (-0.962, -0.179, -6.374)
H (-2.495, -0.146, -5.498)
H (-2.236, 1.704, -7.804)
H (-3.244, -1.271, -8.067)
H (-1.746, -0.747, -8.734)
H (-3.310, -0.005, -9.264)
H (-4.432, 1.174, -7.820)
C (-4.055, 4.091, -4.639)
C (-4.024, 2.742, -3.860)
C (-4.527, 2.912, -2.499)
O (-4.884, 1.943, -4.605)
H (-4.972, 4.677, -4.583)
H (-3.808, 3.857, -5.675)
H (-3.265, 4.679, -4.171)
H (-3.006, 2.357, -3.918)
H (-3.858, 3.628, -2.022)
H (-4.545, 1.976, -1.940)
H (-5.512, 3.371, -2.583)
H (-4.372, 1.867, -5.413)
C (1.954, 7.063, 0.678)
C (2.009, 7.280, -0.791)
C (0.802, 8.039, -1.324)
O (3.156, 8.049, -1.150)
H (1.084, 6.491, 0.999)
H (1.839, 8.067, 1.088)
H (2.739, 6.535, 1.220)
H (2.136, 6.271, -1.183)
H (0.733, 8.982, -0.781)
H (-0.108, 7.460, -1.167)
H (0.828, 8.366, -2.364)
H (3.108, 8.360, -2.057)
C (-1.024, -1.733, 3.129)
O (-1.386, -3.066, 3.223)
C (-1.742, -3.649, 1.958)
C (-2.165, -5.206, 1.927)
N (-0.989, -5.987, 2.166)
C (-1.319, -7.338, 2.735)
C (-1.905, -8.186, 1.666)
O (-2.332, -9.352, 2.384)
C (-2.614, -10.470, 1.515)
H (-0.120, -1.537, 2.553)
H (-0.799, -1.402, 4.143)
H (-1.838, -1.121, 2.739)
H (-0.825, -3.486, 1.390)
H (-2.496, -3.035, 1.466)
H (-2.559, -5.489, 0.951)
H (-2.965, -5.349, 2.653)
H (-0.335, -5.474, 2.740)
H (-1.900, -7.300, 3.657)
H (-0.407, -7.831, 3.072)
H (-1.291, -8.429, 0.798)
H (-2.820, -7.678, 1.361)
H (-1.757, -11.047, 1.169)
H (-3.216, -10.250, 0.633)
H (-3.274, -11.081, 2.130)
C (-5.765, -8.768, -3.635)
O (-6.433, -7.611, -2.997)
C (-5.529, -6.630, -2.614)
C (-6.283, -5.550, -1.881)
N (-5.276, -4.698, -1.270)
C (-6.064, -3.974, -0.260)
C (-5.213, -3.166, 0.789)
O (-6.124, -2.345, 1.515)
C (-5.249, -1.724, 2.465)
H (-5.142, -8.649, -4.522)
H (-6.390, -9.602, -3.953)
H (-5.096, -9.165, -2.871)
H (-5.011, -6.194, -3.469)
H (-4.803, -7.150, -1.989)
H (-7.068, -5.922, -1.222)
H (-6.902, -5.033, -2.614)
H (-5.015, -4.053, -2.002)
H (-6.724, -4.575, 0.366)
H (-6.714, -3.211, -0.689)
H (-4.450, -2.624, 0.231)
H (-4.769, -3.921, 1.439)
H (-5.864, -1.342, 3.280)
H (-4.666, -0.995, 1.901)
H (-4.660, -2.331, 3.152)
C (4.280, -2.297, -3.014)
O (4.543, -1.184, -2.159)
C (5.022, -1.640, -0.902)
C (4.717, -0.599, 0.160)
N (5.210, 0.784, -0.276)
C (6.433, 1.121, 0.457)
C (6.845, 2.544, 0.135)
O (5.844, 3.517, 0.118)
C (5.428, 3.887, 1.451)
H (3.904, -1.869, -3.943)
H (3.454, -2.959, -2.755)
H (5.202, -2.831, -3.244)
H (6.089, -1.857, -0.948)
H (4.664, -2.623, -0.595)
H (5.102, -0.812, 1.157)
H (3.638, -0.556, 0.309)
H (4.530, 1.426, 0.105)
H (7.259, 0.489, 0.130)
H (6.309, 0.982, 1.531)
H (7.301, 2.715, -0.841)
H (7.586, 3.003, 0.790)
H (6.089, 4.585, 1.966)
H (5.194, 3.034, 2.089)
H (4.466, 4.398, 1.448)
C (-4.285, -1.438, -3.378)
O (-3.997, -2.784, -3.028)
C (-2.794, -3.228, -3.514)
C (-2.656, -4.805, -3.590)
N (-2.526, -5.539, -2.301)
C (-1.360, -5.373, -1.491)
C (-0.065, -5.709, -2.348)
O (0.480, -4.563, -2.945)
C (1.415, -4.853, -3.946)
H (-3.629, -0.743, -2.853)
H (-5.294, -1.140, -3.093)
H (-4.179, -1.416, -4.462)
H (-1.950, -2.800, -2.974)
H (-2.597, -2.860, -4.521)
H (-1.893, -5.110, -4.307)
H (-3.611, -5.126, -4.006)
H (-3.428, -5.391, -1.871)
H (-1.463, -6.054, -0.646)
H (-1.379, -4.382, -1.038)
H (-0.382, -6.520, -3.004)
H (0.642, -6.142, -1.640)
H (0.828, -5.510, -4.589)
H (2.368, -5.157, -3.513)
H (1.565, -3.847, -4.339)
C (0.286, 4.746, 3.689)
O (1.380, 3.921, 4.193)
C (0.894, 2.765, 4.900)
C (1.918, 1.671, 5.191)
N (2.926, 2.047, 6.212)
C (3.743, 3.220, 5.838)
C (4.948, 3.160, 6.725)
O (5.428, 1.780, 6.779)
C (6.645, 1.756, 7.451)
H (-0.284, 4.043, 3.081)
H (0.669, 5.614, 3.151)
H (-0.493, 5.021, 4.400)
H (0.109, 2.372, 4.254)
H (0.381, 3.035, 5.824)
H (2.494, 1.446, 4.294)
H (1.337, 0.771, 5.392)
H (3.609, 1.352, 6.477)
H (3.371, 4.238, 5.727)
H (4.066, 3.099, 4.804)
H (4.562, 3.360, 7.724)
H (5.745, 3.809, 6.362)
H (7.280, 2.601, 7.187)
H (7.127, 0.883, 7.010)
H (6.696, 1.515, 8.513)
C (5.076, -1.196, 5.137)
O (4.429, -2.467, 4.993)
C (5.064, -3.310, 4.105)
C (4.014, -4.205, 3.399)
N (3.380, -3.353, 2.323)
C (2.168, -4.013, 1.798)
C (2.448, -5.046, 0.713)
O (3.067, -6.220, 1.192)
C (3.425, -7.191, 0.222)
H (4.364, -0.547, 5.647)
H (5.327, -0.641, 4.232)
H (5.998, -1.311, 5.708)
H (5.754, -3.923, 4.684)
H (5.624, -2.806, 3.317)
H (3.407, -4.617, 4.206)
H (4.489, -5.072, 2.941)
H (3.181, -2.427, 2.674)
H (1.656, -3.249, 1.214)
H (1.616, -4.423, 2.644)
H (3.195, -4.815, -0.047)
H (1.499, -5.431, 0.340)
H (2.614, -7.917, 0.161)
H (4.369, -7.685, 0.454)
H (3.601, -6.758, -0.762)
C (-4.680, 6.056, 7.455)
O (-4.781, 5.321, 6.261)
C (-4.225, 5.921, 5.092)
C (-4.897, 5.444, 3.801)
N (-4.429, 5.986, 2.501)
C (-3.094, 5.640, 2.092)
C (-2.767, 6.281, 0.726)
O (-3.048, 7.719, 0.796)
C (-3.522, 8.342, -0.345)
H (-5.411, 5.556, 8.091)
H (-5.040, 7.080, 7.363)
H (-3.660, 5.930, 7.816)
H (-3.220, 5.501, 5.130)
H (-4.169, 7.009, 5.123)
H (-5.953, 5.582, 4.032)
H (-4.776, 4.363, 3.730)
H (-4.381, 6.994, 2.450)
H (-3.019, 4.555, 2.162)
H (-2.322, 6.045, 2.745)
H (-3.392, 5.817, -0.036)
H (-1.705, 6.122, 0.536)
H (-3.841, 9.341, -0.048)
H (-4.368, 7.787, -0.751)
H (-2.708, 8.442, -1.062)
C (4.879, 5.554, -3.018)
C (4.041, 4.304, -2.977)
C (3.343, 3.906, -4.297)
O (2.423, 2.819, -4.140)
C (1.503, 2.873, -5.173)
N (4.918, 3.203, -2.441)
H (5.343, 5.729, -2.048)
H (4.307, 6.428, -3.329)
H (5.613, 5.510, -3.823)
H (3.260, 4.562, -2.262)
H (4.121, 3.656, -5.018)
H (2.917, 4.856, -4.622)
H (0.757, 3.569, -4.789)
H (1.166, 1.883, -5.481)
H (1.768, 3.455, -6.055)
H (5.234, 3.549, -1.547)
H (5.758, 3.216, -3.001)

Kohn-Sham gap (alpha / beta), Ha: 0.2102 / 0.2032
⟨S²⟩: 2.033
LUMO energy (alpha / beta), eV: 0.274 / 0.061
2S+1: 3

Atom charges from the Löwdin analysis, given in e for atoms 1 to 6: -0.4211, 0.8228, -0.0173, -0.4041, -0.1182, -0.1826

---

2.
This record from OMol25 describes one molecule with the formula C34H35N5O4. The level of theory is wB97M-V/def2-TZVPD.

Atoms and positions in Å:
C (-0.137, -3.010, -1.218)
C (-0.289, -2.778, 0.251)
C (0.488, -3.517, 1.137)
C (0.427, -3.313, 2.503)
C (-0.425, -2.349, 3.012)
C (-1.206, -1.608, 2.144)
C (-1.153, -1.810, 0.770)
C (-2.050, -0.957, -0.105)
N (-1.313, -0.177, -1.088)
C (-0.476, 0.806, -0.721)
O (-0.121, 1.090, 0.401)
N (-0.133, 1.519, -1.883)
C (-0.802, 1.050, -2.984)
O (-0.764, 1.505, -4.096)
C (-1.572, -0.174, -2.507)
C (-3.074, -0.204, -2.814)
C (-3.621, -1.367, -2.051)
C (-3.105, -1.720, -0.834)
N (-3.737, -2.837, -0.358)
C (-4.672, -3.231, -1.276)
C (-5.556, -4.301, -1.254)
C (-6.399, -4.456, -2.333)
C (-6.368, -3.569, -3.413)
C (-5.495, -2.505, -3.443)
C (-4.630, -2.324, -2.365)
H (-5.477, -1.823, -4.280)
H (-7.047, -3.727, -4.238)
H (-7.099, -5.278, -2.348)
H (-5.580, -4.986, -0.419)
H (-3.520, -3.299, 0.508)
H (-3.233, -0.311, -3.886)
H (-3.540, 0.731, -2.489)
H (-1.104, -1.046, -2.986)
C (0.954, 2.419, -1.900)
C (0.826, 3.686, -2.447)
C (1.911, 4.545, -2.435)
C (3.111, 4.146, -1.869)
C (3.237, 2.879, -1.326)
C (2.165, 1.997, -1.346)
C (2.288, 0.592, -0.841)
O (1.851, -0.364, -1.467)
N (2.943, 0.482, 0.325)
H (3.017, 1.301, 0.931)
C (2.925, -0.770, 1.053)
C (3.129, -0.525, 2.544)
C (2.176, 0.549, 3.076)
N (2.592, 1.885, 2.662)
C (1.483, 2.827, 2.593)
C (1.986, 4.149, 2.015)
O (3.039, 4.689, 2.783)
C (4.101, 3.772, 2.877)
C (3.644, 2.447, 3.492)
H (4.490, 1.758, 3.534)
H (3.288, 2.630, 4.521)
H (4.861, 4.245, 3.501)
H (4.518, 3.579, 1.876)
H (1.191, 4.897, 2.020)
H (2.324, 3.987, 0.980)
H (0.716, 2.414, 1.939)
H (1.053, 3.009, 3.593)
H (2.107, 0.479, 4.174)
H (1.183, 0.366, 2.658)
H (4.163, -0.228, 2.727)
H (2.948, -1.460, 3.076)
H (1.961, -1.263, 0.877)
H (3.709, -1.430, 0.662)
H (4.180, 2.554, -0.910)
H (3.953, 4.823, -1.856)
H (1.818, 5.529, -2.868)
H (-0.113, 3.983, -2.886)
H (-2.544, -0.232, 0.566)
H (-1.867, -0.849, 2.541)
H (-0.480, -2.171, 4.075)
H (1.043, -3.901, 3.166)
H (1.161, -4.264, 0.740)
H (0.336, -3.971, -1.405)
H (-1.097, -2.987, -1.728)
H (0.507, -2.231, -1.629)

Kohn-Sham gap, Ha: 0.3189
SMILES string: Cc1ccccc1[C@@H]1c2[nH]c3ccccc3c2C[C@H]2C(=O)N(c3ccccc3C(=O)NCCCN3CCOCC3)C(=O)N12
LUMO energy, eV: 0.650

Atom charges from the Löwdin analysis, given in e for atoms 1 to 6: -0.0140, -0.2113, -0.0503, -0.0892, -0.0879, -0.0376

---

3.
This record from OMol25 describes a 2-piece molecular cluster, C3H6BrNO3 overall. The level of theory is wB97M-V/def2-TZVPD.

Atoms and positions in Å:
C (-0.316, 1.804, -0.045)
C (-0.057, -1.305, 0.885)
C (-0.942, 0.589, -0.663)
N (1.098, -1.031, 0.439)
O (1.455, -1.949, -0.665)
O (2.003, -0.285, 0.816)
O (-0.563, 0.050, -1.661)
Br (-2.753, 0.090, -0.016)
H (0.805, 1.746, -0.366)
H (-0.854, 2.696, -0.310)
H (-0.344, 1.740, 1.080)
H (-0.463, -0.623, 1.607)
H (-0.581, -2.106, 0.369)
H (1.513, -1.417, -1.471)

Kohn-Sham gap, Ha: 0.3591
Energy relative to the best compared isomer or geometry (same formula, charge and spin), kcal per mole: 26.92
SMILES string: C=[N+]([O-])O.CC(=O)Br
LUMO energy, eV: 0.088

Atom charges from the Löwdin analysis, given in e for atoms 1 to 6: -0.0803, -0.0038, -0.8618, -0.3635, 0.0261, 0.0050

---

4.
This record from OMol25 describes an isolated ion of composition C5H10N6 and charge +2. The level of theory is wB97M-V/def2-TZVPD.

Atoms and positions in Å:
C (0.025, 1.323, -2.082)
C (0.190, 1.058, 0.135)
C (-0.128, -0.157, -0.575)
C (-0.626, -2.447, -1.156)
C (0.472, 1.304, 1.519)
N (-0.208, 0.052, -1.899)
N (0.329, 1.998, -0.926)
N (-0.938, -3.680, -0.972)
N (0.401, 2.604, 1.870)
N (0.813, 0.452, 2.498)
N (-0.397, -1.521, -0.261)
H (-0.048, 1.919, -2.922)
H (-0.394, -2.227, -2.209)
H (0.949, 2.734, -1.156)
H (-0.983, -4.320, -1.749)
H (-1.460, -3.957, -0.117)
H (-0.181, 3.234, 1.271)
H (0.697, 2.998, 2.790)
H (1.014, -0.448, 2.070)
H (1.343, 0.781, 3.304)
H (-0.869, -1.700, 0.569)

Kohn-Sham gap, Ha: 0.3318
Energy relative to the best compared isomer or geometry (same formula, charge and spin), kcal per mole: 0.00
SMILES string: N/C=[NH+]/c1nc[nH]c1C(N)=[NH2+]
Charge: +2
LUMO energy, eV: -8.070

Atom charges from the Löwdin analysis, given in e for atoms 1 to 6: -0.0598, -0.0716, -0.1683, -0.1201, -0.2865, 0.1472

---

Which formula does entry 4 have? C5H10N6

---

Copy entry 4 word for word.
This record from OMol25 describes an isolated ion of composition C5H10N6 and charge +2. The level of theory is wB97M-V/def2-TZVPD.

Atoms and positions in Å:
C (0.025, 1.323, -2.082)
C (0.190, 1.058, 0.135)
C (-0.128, -0.157, -0.575)
C (-0.626, -2.447, -1.156)
C (0.472, 1.304, 1.519)
N (-0.208, 0.052, -1.899)
N (0.329, 1.998, -0.926)
N (-0.938, -3.680, -0.972)
N (0.401, 2.604, 1.870)
N (0.813, 0.452, 2.498)
N (-0.397, -1.521, -0.261)
H (-0.048, 1.919, -2.922)
H (-0.394, -2.227, -2.209)
H (0.949, 2.734, -1.156)
H (-0.983, -4.320, -1.749)
H (-1.460, -3.957, -0.117)
H (-0.181, 3.234, 1.271)
H (0.697, 2.998, 2.790)
H (1.014, -0.448, 2.070)
H (1.343, 0.781, 3.304)
H (-0.869, -1.700, 0.569)

Kohn-Sham gap, Ha: 0.3318
Energy relative to the best compared isomer or geometry (same formula, charge and spin), kcal per mole: 0.00
SMILES string: N/C=[NH+]/c1nc[nH]c1C(N)=[NH2+]
Charge: +2
LUMO energy, eV: -8.070

Atom charges from the Löwdin analysis, given in e for atoms 1 to 6: -0.0598, -0.0716, -0.1683, -0.1201, -0.2865, 0.1472